{"formula": "C9H14", "method": "wB97M-V/def2-TZVPD", "total_charge": 0, "multiplicity": 1, "molar_mass_da": 122.21, "largest_force_ev_per_a": 7.31, "gap_ev": 9.75, "smiles": "Cc1ccccc1.CC", "homo_energy_ev": -8.8, "relative_energy_ev": 1.9541, "elements": ["H", "C", "H", "H", "C", "H", "C", "H", "H", "C", "H", "H", "H", "C", "C", "H", "C", "C", "H", "H", "H", "H", "C"], "positions_angstrom": [[-0.58578, -1.38788, 1.05259], [2.04598, 0.92152, 2.03838], [1.45982, -0.50456, -2.50647], [1.06639, 0.72747, 2.54772], [0.51462, -1.09210, -0.69028], [1.96649, -1.23647, 1.93067], [2.70009, -0.47893, 2.34071], [1.63787, 0.91453, 0.93239], [-2.62358, 1.40647, 1.07661], [-0.51172, -0.84162, 0.11646], [-2.52323, -0.32759, 1.66515], [2.66571, 1.66047, 2.30869], [3.71768, -0.66658, 1.95787], [-1.49181, 0.76859, -1.58460], [-1.53194, 0.13852, -0.24753], [2.71777, -0.44048, 3.49878], [-2.63688, 0.39817, 0.73962], [-0.35286, 0.54058, -2.35790], [-0.25610, 1.06042, -3.32350], [-2.43461, 1.31760, -1.83328], [1.12238, -1.98138, -0.36672], [-3.58840, -0.00235, 0.36578], [0.54078, -0.44469, -1.90590]]}

{"formula": "C28H69AlN4O12P", "method": "wB97M-V/def2-TZVPD", "total_charge": -1, "multiplicity": 1, "molar_mass_da": 711.83, "largest_force_ev_per_a": 8.06, "gap_ev": 7.25, "homo_energy_ev": -5.1, "elements": ["H", "H", "C", "N", "P", "H", "H", "N", "H", "H", "H", "C", "O", "H", "N", "H", "H", "H", "H", "H", "C", "H", "O", "H", "C", "H", "H", "H", "H", "H", "O", "C", "H", "C", "C", "H", "C", "C", "H", "C", "H", "H", "C", "H", "H", "O", "H", "O", "H", "H", "H", "H", "H", "H", "O", "H", "C", "H", "H", "H", "H", "H", "O", "H", "C", "N", "H", "O", "H", "H", "O", "H", "C", "H", "H", "C", "H", "C", "C", "C", "C", "H", "C", "C", "H", "C", "H", "O", "C", "H", "H", "C", "O", "H", "C", "H", "C", "H", "H", "H", "H", "H", "H", "H", "H", "H", "H", "H", "C", "Al", "C", "H", "H", "H", "O"], "positions_angstrom": [[-2.78444, -0.39921, 8.19007], [-1.89923, 0.21223, 0.78444], [3.13091, -0.87936, -5.27638], [0.97200, -1.69470, 0.61774], [2.47320, -0.68217, 3.70146], [-1.01758, 6.44661, -4.01429], [1.76456, -4.04289, -8.32109], [3.33635, -1.60507, -6.53576], [1.34692, -2.34834, -6.58073], [-4.04324, 1.51340, -4.35053], [-3.48786, 3.67195, -1.70848], [2.37070, -2.67963, -6.77633], [0.47323, -3.00587, 5.54558], [-2.11338, 3.64804, -2.80289], [-3.49186, 2.13175, 7.12175], [-1.72984, 1.90675, -0.13417], [1.13413, -1.59730, 8.83591], [0.48513, -0.23761, -7.24926], [-0.39650, 4.79753, -4.10703], [4.29256, -3.93640, 2.29004], [-2.15732, 2.19795, 6.51384], [-0.07259, 5.95352, -5.43315], [1.56306, 0.95883, -5.90544], [-4.25090, 0.83281, 5.62211], [-0.80806, 5.61761, -4.69628], [5.99195, -0.40818, 0.98299], [-0.63406, 1.17980, 5.41421], [3.91686, -0.11694, -5.22601], [2.49873, -1.16047, 7.61078], [0.54105, 1.53216, -0.71973], [1.37669, -4.05319, 7.59855], [-1.89168, 1.05276, -4.58155], [5.10436, -0.98398, 2.54542], [0.89821, -3.77068, 3.07231], [4.83031, -2.40149, 0.64482], [-4.76787, 2.52465, 5.50517], [1.07756, -2.93452, 6.91517], [3.73839, -3.32280, 1.44806], [0.92507, -0.86058, -5.10702], [-3.12179, 3.25611, -2.65455], [6.67756, -1.88255, 2.01128], [-1.47266, 2.52751, 7.30388], [1.29877, -3.88741, 4.68799], [0.19206, -0.18086, -1.50421], [-3.30953, 2.99581, -5.70231], [1.13327, -0.21029, 4.46478], [3.35271, -4.13978, 0.66826], [-2.02984, 5.23707, -5.31388], [-1.10512, 0.67882, -3.91595], [-3.09361, -1.03117, 6.53373], [-0.83314, 4.40302, -6.83431], [1.77963, 0.22022, -4.03899], [5.63934, -3.15876, 0.20064], [-6.37974, 0.96196, 9.46263], [-5.66967, 0.11469, 7.69167], [2.50125, 1.52685, 3.12766], [1.35803, -1.48283, 7.68413], [-3.79068, 3.58697, -3.45201], [1.12129, -5.01876, 4.98304], [-2.34139, 2.35222, -7.04087], [0.23660, 0.06215, 1.76908], [3.56818, -2.26410, -10.36981], [1.89228, -2.18225, -9.12762], [-2.16092, 2.98599, 5.75216], [5.68687, -1.36352, 1.60428], [-1.37527, 2.28917, -5.18116], [-4.61185, 0.70172, 9.38102], [4.26521, -1.71473, -0.56205], [-3.46858, 0.11048, -3.48990], [2.45879, -3.68886, 4.81361], [3.59587, -1.33233, 4.90814], [-6.18821, 2.15462, 7.59537], [-1.57829, 0.90684, 5.89615], [-2.13402, 0.29588, -1.12901], [-2.01349, 0.30620, -5.37464], [-3.20003, 1.13520, -3.76594], [0.56710, 1.49468, -7.61158], [0.83791, -0.18437, 0.79309], [-2.29857, 2.93703, -6.11540], [2.41919, -3.16993, -8.23313], [1.77472, -0.17377, -5.06031], [1.99899, 0.51009, -7.87184], [1.13289, 0.64124, -7.21980], [-2.34212, -0.87022, 7.30973], [3.50108, -1.12158, -0.30109], [-5.58645, 0.30305, 9.09758], [-6.62255, 1.13981, 6.21859], [-3.07621, 1.84328, -2.53098], [0.06183, 0.46465, -0.53682], [3.42850, -3.48973, -8.51938], [1.07659, -4.83575, 2.57783], [-5.83859, 1.33367, 6.95762], [3.19624, 0.78338, 3.07696], [-2.51558, 4.76075, -7.22856], [-1.85772, 4.37322, -6.44410], [4.01053, -2.11364, 4.43760], [-4.55175, 1.70879, 6.20374], [-0.22627, -3.46201, 2.97219], [-5.70017, -0.67340, 9.57703], [2.59229, -3.51760, -6.10624], [0.01587, -2.12920, 0.76435], [-1.96674, -1.84965, 7.62875], [2.37903, -0.99341, -10.71707], [3.28331, -0.93256, -7.29517], [3.30908, -1.56988, -4.44413], [-3.44716, 1.48251, 7.90167], [1.92497, 0.24931, 0.82110], [0.68917, -0.64830, 7.17929], [2.88477, -1.54029, -9.91619], [2.07314, -2.32840, 2.11381], [-1.54491, 0.73828, -0.19906], [-1.15679, 2.93363, -4.42702], [-2.20679, 0.49598, 5.10119], [3.44740, -0.81818, -9.32362], [-1.24163, -0.09975, 6.85284]]}

{"formula": "C17H48AsF6O7", "method": "wB97M-V/def2-TZVPD", "total_charge": -1, "multiplicity": 1, "molar_mass_da": 553.47, "largest_force_ev_per_a": 10.97, "gap_ev": 7.41, "homo_energy_ev": -5.7, "relative_energy_ev": 19.2790, "elements": ["C", "F", "H", "C", "F", "O", "H", "H", "C", "O", "O", "C", "H", "C", "H", "H", "C", "H", "H", "H", "H", "H", "H", "C", "H", "H", "H", "H", "H", "H", "H", "H", "O", "C", "O", "C", "O", "H", "H", "C", "H", "H", "C", "H", "H", "C", "As", "H", "F", "C", "H", "H", "H", "H", "H", "C", "H", "H", "H", "H", "F", "H", "C", "H", "H", "H", "H", "O", "H", "H", "H", "F", "H", "H", "C", "F", "C", "H", "H"], "positions_angstrom": [[-2.48443, -1.66801, 0.58287], [-0.43400, 1.97295, 1.09641], [1.05309, 1.32347, -1.21766], [-2.44811, 3.49670, 1.60926], [-1.10376, -0.72170, -1.24365], [-0.13559, 0.84069, 4.23841], [0.61766, -3.66535, -3.94615], [2.81055, 1.09413, -3.36908], [-2.39450, 3.15519, 0.14913], [4.38441, -1.23579, 2.26261], [-1.99391, 2.34946, 2.30175], [2.19847, 0.69939, -2.55813], [2.65233, 3.56544, 0.66160], [0.08606, 0.46180, 2.87275], [1.01094, -0.55020, -4.00390], [-2.43046, -4.43147, 0.03676], [-3.57310, -2.61915, 0.59112], [-0.50806, 4.30593, 1.46791], [1.55207, -0.05586, 1.12945], [0.95771, 3.80076, 0.94560], [-1.80577, -4.47705, -3.84490], [-2.85637, 3.84784, -0.55444], [1.80509, 2.69853, -1.56086], [-0.11502, -3.05741, -3.41541], [3.86073, 0.87320, 3.97011], [-1.01741, -4.73501, -2.36272], [3.95370, 1.53299, 2.26008], [0.07159, -1.56903, -1.76130], [3.04110, -1.18849, -2.60345], [-0.96582, -2.30110, -5.04782], [0.58962, 1.21244, -3.79758], [-1.36976, 2.87881, -0.09914], [-3.89876, -2.98942, 1.94232], [2.83344, -0.47133, -1.80932], [1.82807, 1.66079, -1.67289], [-3.32147, -3.88165, -0.26642], [1.56257, 3.50604, -1.10182], [0.61566, -3.15518, -1.32866], [2.28200, -1.49508, 0.63177], [3.47096, 0.84345, 2.95262], [-1.06769, 0.75827, 4.45291], [-2.96910, 2.24629, -0.02925], [0.97152, 0.30519, -3.32946], [4.77824, -1.41081, 3.12043], [-3.07810, -3.59450, -1.28937], [-1.34340, -3.93103, -3.02259], [-0.74469, 0.54849, -0.03695], [-1.29315, 2.04423, 1.72090], [-2.49920, 0.79186, 0.34692], [0.60012, -2.43927, -2.15044], [-1.54332, -2.19379, 0.74398], [1.06732, 0.81250, 2.55301], [2.50269, -1.00911, 3.16288], [-4.02338, -4.70509, -0.13471], [1.59246, -2.10415, -2.45215], [3.16360, -0.56659, 2.41759], [-0.76419, 0.83764, 2.30361], [0.07713, -0.62671, 2.81655], [1.55667, 2.21456, 0.52036], [2.24183, -0.97621, -1.04564], [-0.91876, 1.63812, -1.46975], [3.80667, -0.14026, -1.44697], [-1.45936, 4.56983, 1.92997], [-2.20348, -1.25974, -0.38795], [-3.09954, -3.06365, 2.46895], [-1.41656, 4.59483, 3.01884], [0.11945, 0.04305, -2.70228], [-0.61489, -1.97636, -4.21536], [3.16219, -0.13506, 0.27713], [-3.41597, 3.86784, 1.94629], [-1.71935, 5.58209, 1.62040], [1.02297, 0.40993, -0.46553], [-4.36110, -2.11706, 0.02982], [-2.04565, -3.27965, -2.50237], [1.66457, 3.27702, 0.30208], [-0.58221, -0.59075, 1.33767], [2.53175, -0.53044, 1.07358], [2.44936, 1.22336, 2.96356], [-2.52703, -0.96661, 1.41613]]}

{"formula": "C4H8O", "method": "wB97M-V/def2-TZVPD", "total_charge": 0, "multiplicity": 1, "molar_mass_da": 72.11, "largest_force_ev_per_a": 0.44, "gap_ev": 9.28, "homo_energy_ev": -8.5, "relative_energy_ev": 3.1276, "elements": ["C", "H", "H", "C", "H", "H", "H", "C", "H", "C", "O", "H", "H"], "positions_angstrom": [[-0.04325, -0.28154, 0.14951], [-1.24869, -0.35447, 1.96105], [-0.46898, 1.37199, -1.18993], [2.32774, -0.31044, 0.56179], [-1.19792, 1.22151, 1.14781], [-2.16226, -0.10397, 0.45587], [0.00380, -1.37265, 0.05465], [-1.23562, 0.13980, 0.98446], [1.05520, 0.53701, -1.52711], [0.01463, 0.39075, -1.21999], [1.15327, 0.11183, 0.90775], [-0.47422, -0.21690, -1.98693], [2.15996, -0.99825, -0.32185]]}

{"formula": "C35H30GeN3O6Ta", "method": "wB97M-V/def2-TZVPD", "total_charge": 0, "multiplicity": 1, "molar_mass_da": 842.20, "largest_force_ev_per_a": 0.78, "gap_ev": 6.57, "homo_energy_ev": -7.8, "relative_energy_ev": 0.0000, "elements": ["C", "C", "H", "O", "C", "C", "C", "O", "H", "H", "N", "C", "C", "H", "H", "C", "C", "H", "H", "C", "H", "C", "C", "H", "C", "C", "C", "H", "Ge", "H", "N", "C", "C", "H", "C", "H", "H", "C", "C", "C", "H", "C", "O", "N", "C", "C", "Ta", "H", "H", "H", "C", "H", "H", "H", "C", "C", "H", "H", "C", "H", "C", "H", "C", "H", "C", "H", "H", "O", "O", "H", "O", "C", "C", "C", "C", "H"], "positions_angstrom": [[-5.86427, -0.63028, 1.63545], [-4.86135, 2.57665, -1.29103], [1.39583, -0.37970, -2.00537], [-0.78661, 8.61495, -2.70333], [-3.71318, -0.89706, 2.66202], [-0.90952, 5.72574, 1.26586], [-4.32421, -1.36325, 3.82022], [-0.43292, 2.96471, 1.51322], [-0.02588, 4.90245, -1.90750], [2.32228, -1.75919, -1.37676], [-0.49896, 7.44338, -2.58315], [-5.70603, -1.46441, 3.88397], [-4.47528, -0.52557, 1.55713], [-1.03089, 5.29092, 2.24711], [-3.69910, 0.57551, -3.07455], [-0.63967, 6.84449, -1.23793], [-5.16822, 3.93214, -1.35327], [-5.74057, 4.31789, -2.18789], [0.53519, -1.73017, -1.25227], [-4.99558, -3.00142, -2.46669], [2.68248, 1.15068, -0.61457], [-4.75494, 4.78644, -0.34221], [-4.07981, -0.42267, -2.89176], [-5.00617, 5.83933, -0.38259], [-1.71483, 0.13322, 0.21045], [-6.47799, -1.09762, 2.78870], [1.55130, -1.47634, 1.19208], [2.78496, 0.86507, 1.14149], [-3.60807, 0.17029, -0.05171], [-1.30574, 8.68981, -0.35514], [-1.66996, 7.88344, 2.16937], [1.59767, -0.79383, 4.91666], [1.28795, -0.84764, 2.53749], [-5.35045, -4.01044, -2.29675], [1.44093, -1.13030, -1.21627], [-3.74277, 4.93369, 1.54694], [0.45063, 0.67914, 5.96572], [-0.23730, 3.50457, 0.39161], [0.68788, 0.25050, 4.99967], [-1.07103, 7.64789, -0.20121], [2.61890, -2.15543, 3.60830], [-4.64528, -2.19937, -1.38792], [0.11555, 2.78281, -0.59604], [1.52173, -0.46302, 0.09760], [-4.12137, 2.05756, -0.23177], [-4.43226, -1.21931, -3.97245], [-0.16965, 0.93683, 0.60949], [3.63130, -0.21438, 0.01750], [-3.15698, 2.54663, 1.62911], [-4.73888, -2.59078, -0.38140], [0.36876, 0.21095, 2.59200], [2.52005, -1.99023, 1.16747], [-7.55722, -1.17417, 2.83599], [0.77368, -2.20518, 0.95495], [-0.34265, 5.50648, -1.07043], [0.08981, 0.75108, 3.85078], [-3.71936, -1.64683, 4.67290], [-0.60645, 1.57774, 3.93748], [-3.71884, 2.92963, 0.78254], [2.07071, -1.17605, 5.81213], [-1.19437, 7.05674, 1.04107], [-6.47792, -0.34476, 0.78674], [2.72975, 0.38753, 0.16318], [-5.16934, -3.13458, -4.60112], [-4.03726, 4.27929, 0.73427], [-2.63183, -0.81727, 2.61149], [-6.18327, -1.82723, 4.78574], [-0.07814, 6.72800, -3.46700], [-1.79293, 7.33511, 3.24304], [-4.34537, -0.83304, -4.98052], [-1.86741, 9.05865, 1.95112], [1.90534, -1.34125, 3.68061], [-4.89311, -2.51109, -3.76012], [-0.48032, 4.95423, 0.19492], [-4.18854, -0.89618, -1.58363], [-5.21580, 1.92011, -2.07564]]}